Entry 1:
{
  "formula": "C3H7NOS",
  "method": "ωB97M-V with the def2-TZVPD basis set",
  "de_lowest_kj_mol": 73.7,
  "homo_energy_ev": -9.43,
  "e_lumo_ev": 0.80,
  "multiplicity": 1,
  "charge": 0,
  "smiles": "O=CNCCS",
  "elements": ["O", "C", "N", "C", "C", "S", "H", "H", "H", "H", "H", "H", "H"],
  "coordinates": [[-0.904, 1.184, -2.866], [-0.250, 0.894, -1.895], [-0.666, 1.058, -0.609], [0.098, 0.590, 0.526], [0.165, -0.928, 0.584], [0.710, -1.437, 2.288], [0.781, 0.496, -1.970], [-1.394, 1.737, -0.457], [1.133, 0.954, 0.454], [-0.300, 0.960, 1.468], [-0.851, -1.304, 0.513], [0.850, -1.456, -0.068], [0.628, -2.748, 2.033]]
}



Entry 2:
{
  "formula": "C5H12BFN4O2S",
  "method": "ωB97M-V with the def2-TZVPD basis set",
  "de_lowest_kj_mol": 0.0,
  "homo_energy_ev": -7.39,
  "e_lumo_ev": -0.08,
  "multiplicity": 1,
  "charge": 0,
  "elements": ["C", "B", "O", "N", "C", "N", "C", "C", "F", "N", "C", "N", "S", "H", "H", "H", "H", "H", "H", "H", "H", "H", "H", "H", "O", "H"],
  "coordinates": [[-2.455, 0.325, -0.726], [-0.950, 0.563, -0.377], [-0.433, 1.740, -0.054], [0.084, -0.528, -0.556], [0.865, -1.388, 0.118], [0.940, -1.512, 1.451], [0.268, -0.713, 2.454], [1.027, 0.589, 2.771], [0.920, 0.826, 4.132], [1.590, -2.159, -0.718], [1.278, -1.713, -1.934], [0.387, -0.729, -1.894], [-0.271, 0.221, -3.212], [-2.693, -0.718, -0.945], [-2.647, 0.877, -1.650], [-3.123, 0.719, 0.045], [-0.923, 2.220, 0.623], [1.562, -2.236, 1.770], [0.288, -1.274, 3.389], [-0.788, -0.546, 2.218], [2.086, 0.415, 2.573], [0.662, 1.460, 2.233], [1.693, -2.065, -2.864], [0.169, 1.577, -2.891], [0.237, 3.130, -2.960], [-0.041, 2.952, -2.059]]
}



Entry 3:
{
  "formula": "C2H4NP",
  "method": "ωB97M-V with the def2-TZVPD basis set",
  "de_lowest_kj_mol": 291.9,
  "homo_energy_ev": [-7.76, -8.21],
  "e_lumo_ev": [0.15, 0.00],
  "multiplicity": 1,
  "charge": 0,
  "elements": ["C", "C", "N", "P", "H", "H", "H", "H"],
  "coordinates": [[-1.691, -0.860, 0.586], [1.533, 0.614, -0.324], [-1.946, -0.667, -0.633], [-1.224, 0.782, 0.152], [-1.812, -1.650, 1.298], [1.615, -0.453, -0.425], [1.928, 1.047, 0.571], [1.597, 1.187, -1.226]]
}



Entry 4:
{
  "formula": "C27H37BBrCaF9KLiN4O18PSV",
  "method": "ωB97M-V with the def2-TZVPD basis set",
  "de_lowest_kj_mol": 157.9,
  "homo_energy_ev": -6.38,
  "e_lumo_ev": -5.40,
  "multiplicity": 1,
  "charge": 0,
  "elements": ["C", "C", "C", "C", "C", "C", "C", "C", "B", "N", "O", "O", "S", "O", "O", "O", "C", "C", "C", "O", "C", "C", "C", "F", "F", "F", "H", "H", "H", "H", "H", "H", "H", "H", "H", "H", "H", "H", "H", "H", "H", "H", "H", "H", "H", "H", "H", "H", "H", "H", "H", "H", "H", "Ca", "C", "C", "C", "O", "C", "C", "C", "O", "O", "O", "H", "H", "C", "O", "N", "N", "H", "H", "H", "H", "C", "C", "C", "O", "C", "C", "C", "O", "H", "H", "H", "H", "Li", "N", "O", "O", "O", "K", "Br", "O", "V", "O", "F", "P", "F", "F", "F", "F", "F"],
  "coordinates": [[0.558, -2.904, 7.053], [0.759, -4.015, 6.019], [-0.351, -4.002, 4.950], [0.006, -3.064, 3.790], [-1.228, -2.397, 3.139], [-1.019, -0.852, 2.967], [-1.766, -0.365, 1.718], [-0.869, -0.085, 0.506], [0.101, -1.381, 0.308], [-0.242, -2.350, -0.692], [1.168, -1.590, 1.142], [-1.823, -0.139, -0.604], [-2.595, 1.284, -0.705], [-2.588, 1.573, -2.080], [-3.809, 1.314, 0.008], [-1.557, 2.103, 0.155], [-0.295, 1.308, 0.317], [0.382, 1.984, 1.520], [-0.538, 2.528, 2.599], [0.279, 3.050, 3.657], [0.444, 1.565, -0.984], [1.896, 1.105, -1.038], [2.924, 2.043, -0.449], [2.588, 3.356, -0.562], [4.084, 1.881, -1.142], [3.239, 1.763, 0.850], [-0.475, -2.561, 7.069], [0.762, -3.267, 8.051], [1.165, -2.035, 6.837], [1.698, -3.864, 5.503], [0.780, -4.987, 6.493], [-1.267, -3.683, 5.452], [-0.513, -5.014, 4.590], [0.687, -2.301, 4.138], [0.473, -3.658, 3.019], [-2.172, -2.583, 3.715], [-1.413, -2.795, 2.154], [0.018, -0.575, 3.020], [-1.493, -0.327, 3.836], [-2.339, 0.525, 1.955], [-2.496, -1.106, 1.411], [-0.207, -3.285, -0.303], [0.420, -2.308, -1.474], [1.671, -0.794, 1.344], [1.053, 1.269, 1.981], [0.928, 2.832, 1.140], [-1.157, 1.782, 3.070], [-1.165, 3.333, 2.241], [0.506, 3.952, 3.426], [-0.070, 1.089, -1.809], [0.390, 2.626, -1.179], [2.149, 1.012, -2.084], [2.075, 0.124, -0.607], [-2.837, -1.293, 4.796], [5.704, 1.990, -4.003], [4.540, 2.452, -4.722], [4.650, 2.377, -6.229], [3.732, 2.666, -6.967], [5.924, 1.953, -6.775], [7.095, 1.503, -6.063], [6.950, 1.475, -4.555], [7.801, 1.066, -3.807], [8.131, 1.166, -6.585], [3.532, 2.871, -4.200], [5.683, 2.001, -2.917], [5.965, 1.986, -7.859], [-3.348, -3.322, 8.934], [-3.616, -3.387, 7.729], [-2.399, -4.104, 9.509], [-3.988, -2.457, 9.756], [-2.167, -4.065, 10.484], [-1.909, -4.751, 8.920], [-4.696, -1.871, 9.353], [-3.794, -2.380, 10.737], [-4.799, 4.807, -6.761], [-3.486, 4.879, -6.556], [-2.862, 4.306, -5.327], [-1.674, 4.381, -5.145], [-3.766, 3.646, -4.348], [-5.082, 3.575, -4.558], [-5.702, 4.150, -5.773], [-6.899, 4.078, -5.971], [-5.271, 5.218, -7.650], [-2.817, 5.356, -7.261], [-3.298, 3.229, -3.462], [-5.754, 3.099, -3.855], [-3.736, -4.433, 5.398], [8.140, -1.442, -1.485], [8.759, -0.715, -0.698], [6.916, -1.322, -1.598], [8.742, -2.284, -2.154], [-5.497, 2.513, -7.431], [-3.788, -1.677, -1.454], [-11.109, -0.023, -8.410], [-9.680, 0.543, -9.114], [-8.107, 1.212, -9.348], [2.555, -0.847, -3.333], [2.885, -2.301, -2.578], [2.822, -3.916, -2.908], [3.968, -1.429, -1.690], [1.220, -2.383, -2.804], [2.512, -2.778, -1.018], [4.102, -2.430, -3.677]]
}



Entry 5:
{
  "formula": "C5H12O",
  "method": "ωB97M-V with the def2-TZVPD basis set",
  "de_lowest_kj_mol": 69.9,
  "homo_energy_ev": -9.68,
  "e_lumo_ev": 1.14,
  "multiplicity": 1,
  "charge": 0,
  "smiles": "CCCCOC",
  "elements": ["C", "C", "C", "C", "O", "C", "H", "H", "H", "H", "H", "H", "H", "H", "H", "H", "H", "H"],
  "coordinates": [[-2.691, 0.384, -0.206], [-1.386, -0.280, -0.635], [-0.261, -0.105, 0.385], [0.984, -0.914, 0.021], [2.095, -0.591, 0.835], [2.747, 0.578, 0.408], [-3.075, -0.069, 0.715], [-3.464, 0.281, -0.975], [-2.551, 1.455, -0.016], [-1.060, 0.134, -1.600], [-1.564, -1.352, -0.805], [-0.001, 0.961, 0.455], [-0.596, -0.412, 1.385], [0.796, -1.983, 0.174], [1.233, -0.771, -1.046], [3.462, 0.871, 1.183], [2.040, 1.406, 0.255], [3.293, 0.408, -0.533]]
}



Entry 6:
{
  "formula": "C24H63BN7O3P2",
  "method": "ωB97M-V with the def2-TZVPD basis set",
  "homo_energy_ev": -1.99,
  "e_lumo_ev": 2.05,
  "multiplicity": 1,
  "charge": -1,
  "elements": ["C", "C", "C", "C", "C", "C", "C", "C", "C", "C", "N", "B", "O", "C", "C", "H", "H", "H", "H", "H", "H", "H", "H", "H", "H", "H", "H", "H", "H", "H", "H", "H", "H", "H", "H", "H", "H", "H", "H", "H", "H", "H", "O", "P", "N", "C", "C", "N", "C", "C", "N", "C", "C", "H", "H", "H", "H", "H", "H", "H", "H", "H", "H", "H", "H", "H", "H", "H", "H", "H", "H", "O", "P", "N", "C", "C", "N", "C", "C", "N", "C", "C", "H", "H", "H", "H", "H", "H", "H", "H", "H", "H", "H", "H", "H", "H", "H", "H", "H", "H"],
  "coordinates": [[4.811, -7.213, 0.802], [4.003, -6.191, -0.005], [3.084, -5.334, 0.891], [3.430, -3.840, 0.859], [2.727, -3.057, 1.994], [1.734, -2.001, 1.473], [0.345, -2.642, 1.300], [-0.503, -1.964, 0.229], [-1.786, -2.736, -0.171], [-2.307, -3.775, 0.831], [-1.563, -4.998, 0.780], [-1.965, -6.131, 1.464], [-1.329, -6.612, 2.655], [-3.176, -7.114, 1.005], [-2.768, -8.605, 1.029], [4.194, -7.647, 1.591], [5.646, -6.714, 1.302], [5.216, -8.014, 0.182], [4.704, -5.520, -0.510], [3.420, -6.710, -0.768], [3.221, -5.659, 1.928], [2.033, -5.486, 0.642], [3.110, -3.407, -0.092], [4.516, -3.749, 0.961], [3.452, -2.610, 2.679], [2.146, -3.786, 2.565], [2.066, -1.614, 0.505], [1.667, -1.191, 2.208], [-0.170, -2.707, 2.260], [0.511, -3.669, 0.970], [-0.761, -0.948, 0.547], [0.118, -1.875, -0.669], [-2.571, -1.984, -0.329], [-1.652, -3.235, -1.134], [-2.328, -3.298, 1.836], [-3.375, -3.958, 0.563], [-0.969, -5.851, 3.107], [-3.418, -6.828, -0.020], [-4.034, -6.946, 1.665], [-3.246, -9.162, 0.215], [-3.059, -9.082, 1.967], [-1.689, -8.731, 0.922], [-1.196, 0.918, -1.812], [-0.882, 1.753, -2.997], [-2.333, 2.651, -3.163], [-3.269, 2.688, -4.258], [-2.787, 3.299, -1.941], [-0.554, 0.518, -4.146], [-1.334, 0.346, -5.345], [-0.103, -0.713, -3.487], [0.125, 2.906, -3.642], [-0.216, 4.301, -3.882], [1.465, 2.537, -4.088], [-3.586, 3.720, -4.462], [-4.171, 2.097, -4.053], [-2.831, 2.328, -5.182], [-2.135, 4.129, -1.638], [-2.834, 2.594, -1.107], [-3.787, 3.708, -2.090], [-2.366, 0.024, -5.150], [-0.863, -0.414, -5.974], [-1.348, 1.265, -5.935], [-0.931, -1.258, -3.026], [0.628, -0.504, -2.711], [0.366, -1.359, -4.236], [-0.655, 4.425, -4.877], [0.687, 4.912, -3.828], [-0.903, 4.695, -3.142], [1.491, 2.412, -5.175], [1.790, 1.605, -3.634], [2.185, 3.309, -3.807], [-0.108, 5.304, 0.146], [-0.045, 5.113, 1.608], [0.996, 6.299, 2.219], [2.178, 6.169, 3.040], [0.791, 7.628, 1.659], [0.475, 3.501, 1.813], [1.526, 3.091, 2.722], [0.494, 2.692, 0.595], [-1.201, 5.092, 2.793], [-1.353, 6.089, 3.841], [-2.126, 3.967, 2.887], [2.181, 6.935, 3.825], [3.099, 6.282, 2.457], [2.216, 5.220, 3.556], [-0.153, 8.079, 1.989], [0.782, 7.610, 0.568], [1.595, 8.290, 1.980], [2.521, 3.436, 2.415], [1.552, 2.001, 2.764], [1.323, 3.431, 3.741], [1.397, 2.859, -0.007], [-0.367, 2.914, -0.027], [0.442, 1.634, 0.857], [-0.747, 5.834, 4.717], [-2.397, 6.134, 4.156], [-1.082, 7.086, 3.509], [-1.811, 3.267, 3.667], [-2.181, 3.421, 1.949], [-3.131, 4.324, 3.121]]
}



Entry 7:
{
  "formula": "C34H26Br2IrN6O4SSe",
  "method": "ωB97M-V with the def2-TZVPD basis set",
  "de_lowest_kj_mol": 404.7,
  "homo_energy_ev": [-9.67, -9.67],
  "e_lumo_ev": [-3.54, -3.54],
  "multiplicity": 1,
  "charge": 1,
  "elements": ["Ir", "C", "C", "N", "C", "C", "C", "C", "C", "C", "C", "C", "C", "N", "C", "H", "H", "H", "H", "H", "H", "H", "H", "C", "C", "C", "C", "C", "C", "Br", "C", "C", "Br", "C", "O", "C", "N", "H", "H", "H", "H", "H", "H", "O", "S", "O", "N", "C", "O", "C", "C", "C", "C", "C", "C", "H", "H", "H", "H", "C", "N", "C", "C", "N", "C", "C", "Se", "H", "H", "H", "H", "H", "H", "H", "H"],
  "coordinates": [[-0.484, 0.328, -0.936], [3.842, -0.432, -2.391], [2.445, -0.492, -2.341], [1.706, 0.495, -1.864], [2.319, 1.629, -1.494], [3.696, 1.825, -1.614], [4.471, 0.732, -2.031], [4.246, 3.123, -1.347], [3.440, 4.156, -1.029], [2.026, 3.960, -0.862], [1.134, 5.005, -0.563], [-0.195, 4.723, -0.379], [-0.625, 3.395, -0.451], [0.188, 2.406, -0.755], [1.492, 2.678, -1.007], [4.398, -1.299, -2.723], [1.919, -1.364, -2.707], [5.550, 0.828, -2.081], [5.316, 3.263, -1.449], [3.840, 5.154, -0.892], [1.511, 6.020, -0.500], [-0.918, 5.502, -0.175], [-1.655, 3.133, -0.268], [-2.097, -3.522, -2.421], [-3.090, -2.489, -1.963], [-4.423, -2.921, -1.753], [-5.399, -2.026, -1.461], [-5.081, -0.650, -1.414], [-6.039, 0.365, -1.216], [-7.867, -0.065, -0.978], [-5.667, 1.669, -1.191], [-4.319, 2.014, -1.348], [-3.865, 3.851, -1.310], [-3.307, 1.083, -1.512], [-2.038, 1.482, -1.615], [-3.714, -0.301, -1.562], [-2.739, -1.235, -1.788], [-2.602, -4.254, -3.049], [-1.667, -4.046, -1.564], [-1.281, -3.064, -2.974], [-4.652, -3.976, -1.842], [-6.416, -2.350, -1.289], [-6.406, 2.443, -1.034], [2.281, -0.870, 2.842], [2.520, -0.825, 1.429], [3.407, 0.196, 0.952], [1.100, -0.767, 0.580], [0.986, -1.840, -0.200], [0.106, -1.883, -1.089], [2.000, -2.897, 0.016], [2.042, -4.168, -0.525], [3.098, -4.992, -0.153], [4.069, -4.549, 0.745], [4.022, -3.268, 1.285], [2.981, -2.454, 0.886], [1.270, -4.500, -1.209], [3.174, -5.992, -0.562], [4.871, -5.216, 1.038], [4.770, -2.923, 1.989], [-1.175, -1.792, 3.209], [-0.783, -0.427, 3.559], [-0.094, -0.069, 4.692], [0.150, 1.255, 4.610], [-0.399, 1.693, 3.424], [-0.380, 3.082, 2.970], [-0.960, 0.653, 2.779], [-1.977, 0.742, 1.209], [-2.171, -2.014, 3.582], [-0.454, -2.480, 3.641], [-1.171, -1.891, 2.129], [0.186, -0.777, 5.453], [0.674, 1.914, 5.283], [-0.472, 3.736, 3.832], [-1.216, 3.249, 2.299], [0.551, 3.297, 2.447]]
}



Entry 8:
{
  "formula": "C5H27N2O7",
  "method": "ωB97M-V with the def2-TZVPD basis set",
  "de_lowest_kj_mol": 307.2,
  "homo_energy_ev": -12.06,
  "e_lumo_ev": -2.46,
  "multiplicity": 1,
  "charge": 1,
  "elements": ["C", "C", "C", "C", "C", "N", "N", "H", "H", "H", "H", "H", "H", "H", "H", "H", "H", "H", "H", "H", "H", "H", "O", "H", "H", "O", "H", "H", "O", "H", "H", "O", "H", "H", "O", "H", "H", "O", "H", "H", "O"],
  "coordinates": [[1.503, 2.740, 1.970], [0.495, 1.662, 1.529], [0.280, 1.716, -0.011], [0.532, 0.403, -0.627], [-0.342, -0.230, -1.379], [0.242, -1.376, -2.168], [-0.837, 1.750, 2.107], [2.065, 2.412, 2.847], [2.146, 3.096, 1.173], [0.972, 3.598, 2.403], [0.997, 0.725, 1.792], [-0.665, 2.153, -0.351], [0.922, 2.507, -0.417], [1.445, -0.060, -0.263], [-1.270, -0.034, -1.892], [0.495, -2.221, -1.636], [-0.401, -1.802, -2.823], [1.108, -1.125, -2.653], [-1.487, 2.256, 1.533], [-0.927, 2.225, 2.986], [-2.585, 3.913, 0.347], [-1.903, 5.112, 1.075], [-2.113, 4.182, 1.137], [2.662, -3.485, -0.926], [2.468, -3.874, -2.362], [2.428, -3.132, -1.796], [3.361, 1.480, -3.027], [4.023, 0.186, -2.819], [3.141, 0.550, -2.885], [0.338, -4.041, 1.891], [0.819, -2.630, 1.846], [1.149, -3.537, 1.837], [-3.421, -1.390, 1.143], [-4.390, -0.626, 0.016], [-3.556, -0.946, 0.305], [-1.761, -2.757, -0.548], [-2.399, -3.685, -1.580], [-1.692, -3.085, -1.442], [-1.224, -0.228, 1.623], [-1.523, -1.217, 0.595], [-1.094, -1.185, 1.451]]
}